Formula: C20H14F6I2N3O5SbW
Source: the Open Molecules 2025 dataset
Level of theory: the ωB97M-V functional and the def2-TZVPD basis

Properties
- E_tot: -76521.44510 eV
- Kohn-Sham gap (spin up / spin down): 6.9 / 5.8 eV
- HOMO energy (spin up / spin down): -16.4753 / -16.7610 eV
- E_LUMO (spin up / spin down): -9.6 / -11.0 eV
- Relative energy (zero: lowest compared OMol25 entry of this formula, charge and spin): 2.3 kcal per mole
- Net charge: +3
- <S²>: 0.770
- Multiplicity: 2

Last column: Mulliken spin population.
Cartesian coordinates (Å):
W -1.6211 0.3439 -0.4418  0.00
I 1.8711 -4.8286 -5.1685  0.27
C 1.2918 -3.2745 -4.0193  0.22
C 1.7491 -1.9682 -4.3109  -0.01
C 1.3569 -0.9254 -3.5270  0.09
I 2.0715 0.9793 -3.9130  0.01
C 0.4650 -1.1309 -2.4130  0.09
O 0.1399 -0.1194 -1.6947  0.19
C 0.0387 -2.4628 -2.1160  0.06
C -0.8255 -2.7376 -0.9221  0.01
N -0.7615 -1.6784 0.1238  0.00
C -1.2726 -2.2582 1.3940  0.00
C -1.3244 -1.1581 2.3917  0.00
C -1.2616 -1.3791 3.7516  0.00
C -1.2885 -0.2908 4.6077  0.00
C -1.3500 0.9812 4.0627  0.00
C -1.4039 1.1298 2.6933  0.00
N -1.4092 0.0721 1.8650  0.00
C 0.4500 -3.4986 -2.9025  0.05
H 2.4133 -1.8075 -5.1491  0.00
H -0.4983 -3.6700 -0.4585  0.00
H -1.8690 -2.8559 -1.2105  0.00
H 0.2219 -1.4454 0.2834  0.00
H -0.6053 -3.0565 1.7200  0.00
H -2.2565 -2.6878 1.2127  0.00
H -1.1872 -2.3904 4.1280  0.00
H -1.2459 -0.4332 5.6792  0.00
H -1.3534 1.8641 4.6853  0.00
H -1.4478 2.1088 2.2502  0.00
H 0.1442 -4.5120 -2.6720  0.00
O -1.6286 6.7697 -5.4271  0.00
C -1.0159 6.0888 -4.7785  0.00
O -0.2893 5.3988 -4.0907  0.00
C -0.6528 4.1658 -3.3494  0.00
C -1.6646 3.3544 -3.8003  0.00
C -1.9224 2.2347 -3.0194  0.00
N -1.2060 1.9853 -1.9232  0.00
C -0.2039 2.7780 -1.5644  0.01
C 0.1287 3.9310 -2.2535  0.00
C 0.5630 2.3283 -0.3465  0.00
O 1.5092 2.9132 0.0662  0.00
O 0.0284 1.2270 0.1767  0.01
H -2.2493 3.5417 -4.6918  0.00
H -2.7160 1.5438 -3.2644  0.00
H 0.9421 4.5618 -1.9164  0.00
F -2.2514 1.9171 0.4115  0.00
Sb -5.2098 -0.1399 0.3288  0.00
F -4.6746 1.0982 1.6212  0.00
F -3.3791 0.9326 -1.2061  0.00
F -5.3634 -1.5476 1.5528  0.00
F -2.1096 -0.7475 -1.9284  0.00
F -3.1919 -0.7874 0.3244  0.00

---

Formula: C29H33N5O4PtS2
Source: the Open Molecules 2025 dataset
Level of theory: the ωB97M-V functional and the def2-TZVPD basis

Properties
- E_tot: -71153.91504 eV
- Kohn-Sham gap: 7.3 eV
- HOMO energy: -12.7623 eV
- E_LUMO: -5.4 eV
- Net charge: +2

Last column: Mulliken charge in e.
Cartesian coordinates (Å):
Pt -0.3989 0.0072 0.3681  1.39
N 5.3122 2.1893 -0.6175  -0.06
C 3.8200 1.9065 -0.6947  0.38
C 3.5980 0.5980 -1.4428  -1.55
C 2.0981 0.2710 -1.5765  0.16
N 1.5842 -0.3212 -0.2903  -0.08
C 1.3247 1.4829 -2.1036  -1.14
C 1.6084 2.8271 -1.4145  -0.15
N 0.9441 2.9406 -0.1281  -0.33
C 3.1290 3.0738 -1.3731  -1.36
H 5.8091 1.4605 -0.1003  0.38
H 5.4850 3.0797 -0.1444  0.40
H 5.7229 2.2507 -1.5527  0.39
H 3.5095 1.8197 0.3470  0.03
H 4.1120 -0.2304 -0.9454  0.41
H 4.0162 0.6849 -2.4514  0.64
H 2.0130 -0.5113 -2.3241  0.22
H 2.1501 0.0457 0.4830  -0.19
H 1.7702 -1.3230 -0.3120  0.51
H 0.2503 1.2919 -2.0765  0.15
H 1.5979 1.5803 -3.1589  0.65
H 1.1815 3.5998 -2.0539  0.54
H 0.7117 3.8978 0.0987  0.32
H 1.4391 2.5323 0.6551  0.05
H 3.3261 4.0071 -0.8396  0.47
H 3.5086 3.1791 -2.3964  0.46
O -2.5181 -2.3344 0.5477  -0.54
C -1.8186 -2.6260 -0.3610  0.97
O -1.2129 -1.5728 -1.1394  -0.26
C -1.4180 -3.9103 -0.9098  -0.60
C -1.7851 -5.1483 -0.3867  -0.44
C -1.3388 -6.2867 -1.0248  -0.81
C -0.5439 -6.1816 -2.1740  -0.46
C -0.1778 -4.9522 -2.6948  -0.70
C -0.6249 -3.8163 -2.0335  1.05
S -0.3171 -2.1467 -2.4690  -0.14
H -2.4129 -5.1925 0.4935  0.52
H -1.6091 -7.2626 -0.6474  0.46
H -0.2079 -7.0810 -2.6721  0.43
H 0.4298 -4.8884 -3.5875  0.45
C 1.4731 -5.5679 2.6912  -1.41
C 1.4892 -4.0665 2.7405  0.90
C 0.3116 -3.3599 2.9979  -0.77
C 0.3002 -1.9793 3.0385  -0.36
C 1.4864 -1.2841 2.8191  0.39
C 2.6726 -1.9618 2.5827  -0.71
C 2.6653 -3.3497 2.5424  -0.85
S 1.4716 0.4792 2.8646  0.99
O 2.5603 0.9112 1.9848  -0.77
O 1.5233 0.9557 4.2078  -0.76
N 0.0742 0.8613 2.1469  -0.08
C -1.0322 1.4731 2.7951  -0.44
C -1.0489 2.1940 3.9663  -0.83
C -2.2615 2.7164 4.4666  -0.93
C -3.4459 2.5494 3.8099  -1.00
C -3.4581 1.8340 2.5943  0.83
C -4.6196 1.6426 1.8141  -0.46
C -4.5470 0.9694 0.6283  -1.20
C -3.3132 0.4487 0.2192  0.30
N -2.2202 0.5885 0.9403  0.15
C -2.2518 1.2974 2.1103  0.66
H 1.0837 -5.9781 3.6234  0.38
H 2.4698 -5.9741 2.5315  0.37
H 0.8259 -5.9200 1.8857  0.24
H -0.6082 -3.9043 3.1752  0.45
H -0.6207 -1.4433 3.2297  0.48
H 3.5944 -1.4109 2.4470  0.54
H 3.5915 -3.8835 2.3699  0.38
H -0.1431 2.3761 4.5165  0.61
H -2.2311 3.2703 5.3949  0.43
H -4.3684 2.9631 4.1938  0.44
H -5.5626 2.0407 2.1675  0.46
H -5.4157 0.8199 0.0047  0.44
H -3.2205 -0.1034 -0.7048  0.53

---

Formula: C6H5O5S
Source: the Open Molecules 2025 dataset
Level of theory: the ωB97M-V functional and the def2-TZVPD basis

Properties
- E_tot: -27375.96606 eV
- Kohn-Sham gap: 8.8 eV
- HOMO energy: -5.2015 eV
- E_LUMO: 3.6 eV
- Relative energy (zero: lowest compared OMol25 entry of this formula, charge and spin): 21.8 kcal per mole
- Net charge: -1

Last column: Mulliken charge in e.
Cartesian coordinates (Å):
O 3.0239 1.3947 -0.0550  -0.66
C 2.0283 0.7323 0.0007  0.52
C 1.2156 0.3492 -1.2007  -0.59
C 0.2684 -0.5383 -1.1464  -0.51
C -0.4433 -0.8442 0.0759  0.89
O -1.3217 -1.8704 0.2514  -0.65
S -1.7273 0.5993 -0.1241  1.14
O -2.6361 -0.0011 -1.0746  -0.73
O -2.3105 0.5749 1.2059  -0.68
O -1.0276 1.7297 -0.5712  -0.56
C 0.2723 -0.4412 1.2999  -0.48
C 1.3816 0.3310 1.2637  -0.64
H 1.6070 0.8389 -2.1272  0.28
H -0.0139 -0.9305 -2.0627  0.36
H -2.1477 -1.5188 -0.1465  0.44
H -0.0396 -0.7693 2.2182  0.44
H 1.8708 0.3638 2.1927  0.40

---

Formula: C26H52N3O9
Source: the Open Molecules 2025 dataset
Level of theory: the ωB97M-V functional and the def2-TZVPD basis

Properties
- E_tot: -50689.82308 eV
- Kohn-Sham gap: 8.0 eV
- HOMO energy: -10.6000 eV
- E_LUMO: -2.6 eV
- Net charge: +1

Last column: Mulliken charge in e.
Cartesian coordinates (Å):
C 4.1902 -6.2047 0.4092  -1.10
C 3.4987 -4.8768 0.1655  0.71
O 2.4179 -4.6595 0.6805  -0.48
O 4.1032 -3.9632 -0.6640  -0.35
C 3.3495 -3.8970 -1.8975  -0.63
C 2.5967 -2.5724 -2.1015  -0.01
C 3.1588 -1.3628 -1.3333  -1.01
C 2.8051 -1.3290 0.1656  -0.41
C 1.4404 -0.6599 0.4761  -0.47
C 0.4563 -1.6474 1.1507  -1.12
C -0.6555 -2.2494 0.3190  0.51
C -1.2149 -3.4361 0.7184  -0.50
N -2.1992 -3.6686 -0.2097  0.19
C -3.0160 -4.8840 -0.0693  -0.88
C -2.9120 -5.6904 -1.4094  0.16
C -1.5463 -5.7150 -2.0343  -0.30
O -2.1365 -6.8434 -1.3634  -0.44
C -2.2534 -2.7402 -1.1310  -0.53
N -1.2877 -1.8605 -0.8145  0.91
N -0.9870 -0.6958 -1.5565  -1.01
H 4.9456 -6.1065 1.1917  0.30
H 3.4296 -6.8960 0.7647  0.36
H 4.6425 -6.5798 -0.5102  0.33
H 4.0074 -4.1337 -2.7353  0.41
H 2.6049 -4.7010 -1.8904  0.31
H 2.6859 -2.3289 -3.1677  0.42
H 1.5187 -2.7047 -1.9271  -0.25
H 4.2451 -1.3262 -1.4384  0.40
H 2.7421 -0.4582 -1.7932  0.44
H 2.8731 -2.3237 0.5998  0.23
H 3.5751 -0.7308 0.6632  0.35
H 1.0870 -0.1825 -0.4351  0.32
H 1.6121 0.1521 1.1859  0.20
H 1.0519 -2.4817 1.5262  0.43
H -0.0021 -1.1878 2.0317  0.52
H -0.9535 -4.0515 1.5586  0.44
H -2.6118 -5.5541 0.6818  0.37
H -4.0705 -4.6447 0.0558  0.33
H -3.7663 -5.6524 -2.0757  0.46
H -1.5590 -5.8045 -3.1123  0.32
H -0.7572 -5.2390 -1.4665  0.10
H -2.9613 -2.7250 -1.9420  0.51
H -0.0470 -0.8420 -1.9255  0.17
H -1.5771 -0.7558 -2.3856  0.27
C -6.6396 3.3736 -3.5031  -0.83
O -5.5218 3.0742 -2.6852  -0.28
C -5.1686 4.0767 -1.7503  -0.48
C -5.2154 3.6309 -0.2922  -0.15
O -6.4422 3.1512 0.2279  -0.47
C -7.0408 1.9931 -0.3251  -0.32
C -6.2777 0.6785 -0.2544  -0.43
O -5.0338 0.6806 -0.9423  -0.32
C -3.8972 0.4255 -0.1493  -0.64
H -6.3014 3.6607 -4.5020  0.25
H -7.2479 2.4715 -3.6002  0.24
H -7.2674 4.1619 -3.0829  0.41
H -5.7688 4.9814 -1.8818  0.37
H -4.1265 4.3477 -1.9600  0.35
H -4.9820 4.5192 0.3010  0.44
H -4.4091 2.9278 -0.0748  -0.04
H -7.3859 2.1951 -1.3395  0.07
H -7.9541 1.8463 0.2588  0.44
H -6.9035 -0.0740 -0.7482  0.33
H -6.1576 0.3666 0.7875  0.35
H -4.0755 0.5690 0.9181  0.44
H -3.1025 1.1065 -0.4629  0.31
H -3.5523 -0.5981 -0.3346  0.03
C 2.6088 3.4601 0.0992  -0.81
O 3.5309 2.9903 1.0612  -0.18
C 4.8974 3.1117 0.7060  -0.47
C 5.7276 3.9723 1.6531  -0.37
O 5.3447 5.3199 1.8478  -0.46
C 4.0775 5.6192 2.4096  -0.24
C 3.7743 5.1265 3.8177  -0.47
O 3.7967 3.7168 3.9668  -0.27
C 4.7440 3.2192 4.8940  -0.84
H 2.1596 2.6087 -0.4242  0.09
H 1.8096 3.9939 0.6188  0.28
H 3.0573 4.1453 -0.6233  0.43
H 5.0165 3.4678 -0.3219  0.42
H 5.3235 2.1014 0.7493  0.29
H 6.7285 4.0192 1.2143  0.43
H 5.8641 3.4727 2.6131  0.10
H 3.2834 5.3437 1.7143  0.02
H 4.0446 6.7116 2.4548  0.43
H 2.7511 5.4467 4.0480  0.35
H 4.4356 5.6153 4.5387  0.38
H 5.5296 3.9405 5.1259  0.41
H 5.2082 2.3283 4.4637  0.22
H 4.2347 2.9174 5.8138  0.25

---

Formula: C3H4N2O3
Source: the Open Molecules 2025 dataset
Level of theory: the ωB97M-V functional and the def2-TZVPD basis

Properties
- E_tot: -12294.23086 eV
- Kohn-Sham gap: 10.9 eV
- HOMO energy: -10.7006 eV
- E_LUMO: 0.2 eV
- Relative energy (zero: lowest compared OMol25 entry of this formula, charge and spin): 109.9 kcal per mole

Last column: Mulliken charge in e.
Cartesian coordinates (Å):
C 0.0768 -1.4828 -0.7355  -0.82
N -0.3633 -0.2913 -0.1477  -0.07
C -0.1980 -0.1639 1.2422  0.18
N -0.3809 0.9869 1.8172  -0.34
O -0.7476 1.8853 0.7921  -0.17
C 0.0640 1.9200 -0.3758  0.64
O 0.1348 2.9478 -1.0376  -0.49
O 0.5671 0.7424 -0.6545  -0.20
H 1.1838 -1.8216 -0.6056  0.31
H -0.0664 -1.3790 -1.8633  0.28
H -0.5492 -2.3019 -0.3816  0.39
H 0.2790 -1.0419 1.9500  0.30